1.
The ion C9H17N2O2 with charge +1 in a non-equilibrium geometry, computed with ωB97M-V/def2-TZVPD.

Output
SMILES: CC(C)=C(C)[N+](=O)[C@@H](C)[C@H](C)N=O
Multiplicity: 1
Net charge: +1
Relative energy (zero: lowest compared OMol25 entry of this formula, charge and spin), kJ/mol: 569.17
LUMO (spin up / spin down), eV: -6.4 / -5.9

Geometry as XYZ:
```
30
C9H17N2O2 ωB97M-V/def2-TZVPD
C -1.55 1.89 1.14
C -0.23 1.72 0.49
C 0.34 2.95 -0.09
C 0.56 0.59 0.57
C 2.06 0.76 0.51
N 0.15 -0.67 0.97
O 0.88 -1.34 1.70
C -0.83 -1.46 0.21
C -2.15 -0.82 -0.17
C -0.03 -1.84 -1.06
C 1.06 -2.87 -0.84
N 0.41 -0.57 -1.63
O 1.39 -0.51 -2.31
H -1.52 2.80 1.73
H -1.84 1.07 1.78
H -2.33 2.06 0.39
H -0.43 3.69 -0.26
H 0.87 2.75 -1.02
H 1.07 3.38 0.60
H 2.39 1.55 1.18
H 2.36 1.03 -0.50
H 2.55 -0.16 0.80
H -1.00 -2.36 0.81
H -2.73 -0.53 0.71
H -2.74 -1.56 -0.70
H -2.00 0.03 -0.82
H -0.74 -2.21 -1.81
H 1.63 -2.67 0.07
H 1.76 -2.84 -1.69
H 0.64 -3.87 -0.77
```

Löwdin atomic charge list, values in e, 8 entries: C -0.0180; C -0.1875; C -0.0048; C -0.2065; C 0.0127; N -0.0866; O 0.1347; C -0.2130

***

2.
The ion C9H17N2OS with charge +1 in a non-equilibrium geometry, computed with ωB97M-V/def2-TZVPD.

Output
SMILES: CCOCc1cn(CSCC)c[nH+]1
Multiplicity: 1
Net charge: +1
Relative energy (zero: lowest compared OMol25 entry of this formula, charge and spin), kJ/mol: 706.65
LUMO, eV: -4.1

Geometry as XYZ:
```
30
C9H17N2OS ωB97M-V/def2-TZVPD
C -2.02 -2.85 1.32
C -1.87 -2.61 -0.33
O -2.29 -1.22 -0.58
C -1.79 -0.83 -1.94
C -0.28 -0.20 -1.73
C -0.30 1.35 -1.22
N 1.20 1.58 -1.11
C 1.64 2.96 -0.61
S 2.77 2.59 0.88
C 2.00 1.21 1.89
C 0.52 1.56 2.53
C 2.02 0.36 -1.50
N 1.10 -0.78 -1.90
H -0.99 -2.98 1.86
H -2.69 -1.99 1.75
H -2.66 -3.85 1.42
H -2.62 -3.31 -0.94
H -0.75 -2.83 -0.63
H -2.56 -0.05 -2.41
H -1.76 -1.74 -2.68
H -1.17 2.09 -0.96
H 2.20 3.47 -1.49
H 0.70 3.58 -0.23
H 1.91 0.18 1.34
H 2.72 1.01 2.82
H 0.26 0.65 3.26
H -0.35 1.56 1.72
H 0.55 2.55 3.16
H 3.19 0.29 -1.47
H 1.32 -1.77 -2.20
```

Löwdin atomic charge list, values in e, 8 entries: C -0.0847; C -0.2457; O -0.2271; C -0.1471; C -0.0541; C 0.0905; N -0.1602; C -0.3854

***

3.
An isolated molecule of C9H17N3O3 in a non-equilibrium geometry, computed with ωB97M-V/def2-TZVPD.

Output
SMILES: C/C=C/C(=O)NC[C@H](C(C)C)N(O)N=O
Multiplicity: 1
Relative energy (zero: lowest compared OMol25 entry of this formula, charge and spin), kJ/mol: 366.69
LUMO, eV: 0.5

Geometry as XYZ:
```
32
C9H17N3O3 ωB97M-V/def2-TZVPD
C -2.96 -3.47 -1.10
C -2.17 -2.16 -1.15
C -1.12 -2.04 -2.03
C -0.29 -0.87 -2.12
O 0.73 -0.94 -2.80
N -0.43 0.20 -1.25
C 0.53 1.33 -1.16
C 0.88 1.69 0.31
C 1.53 0.50 1.08
C 1.77 0.90 2.55
C 2.84 -0.06 0.39
N -0.37 2.14 1.01
O -0.66 3.55 0.97
N -1.26 1.20 1.51
O -2.28 1.66 2.05
H -4.03 -3.27 -1.35
H -2.57 -4.20 -1.82
H -2.93 -3.87 -0.09
H -2.46 -1.36 -0.48
H -0.86 -2.89 -2.63
H -1.35 0.32 -0.84
H 1.42 1.18 -1.77
H 0.08 2.21 -1.55
H 1.60 2.51 0.31
H 0.78 -0.31 1.03
H 2.51 0.26 3.04
H 0.88 0.82 3.19
H 2.17 1.92 2.60
H 2.69 -0.38 -0.63
H 3.19 -0.95 0.90
H 3.64 0.67 0.40
H -1.50 3.70 1.42
```

Löwdin atomic charge list, values in e, 8 entries: C -0.0980; C -0.0960; C -0.0210; C -0.4986; O 0.0390; N 0.0773; C -0.1033; C -0.2183

***

4.
An isolated molecule of C9H17N3O5 in a non-equilibrium geometry, computed with ωB97M-V/def2-TZVPD.

Output
SMILES: C[C@@H](O)[C@H](N)C(=O)N[C@@H](CCC(N)=O)C(=O)O
Multiplicity: 1
Relative energy (zero: lowest compared OMol25 entry of this formula, charge and spin), kJ/mol: 341.80
LUMO, eV: 0.5

Geometry as XYZ:
```
34
C9H17N3O5 ωB97M-V/def2-TZVPD
C 4.02 0.33 0.03
C 2.82 -0.20 -0.69
O 3.29 -0.56 -2.00
C 2.31 -1.44 0.11
N 1.32 -2.04 -0.69
C 1.63 -0.77 1.28
O 2.11 -0.55 2.35
N 0.42 -0.15 1.07
C -0.42 0.46 0.05
C -1.86 0.50 0.54
C -2.82 -0.68 0.58
C -4.01 -0.59 -0.37
N -4.76 -1.67 -0.37
O -4.25 0.42 -0.82
C -0.08 1.91 -0.15
O 0.86 2.24 -0.88
O -0.93 2.87 0.31
H 4.69 1.13 -0.67
H 3.66 1.11 0.73
H 4.77 -0.34 0.51
H 1.91 0.50 -0.70
H 2.56 -0.49 -2.61
H 3.07 -2.13 0.53
H 1.60 -2.36 -1.64
H 1.14 -2.99 -0.32
H 0.19 0.40 1.91
H -0.22 -0.07 -0.88
H -2.31 1.32 0.01
H -1.74 0.77 1.59
H -2.17 -1.46 0.43
H -3.39 -0.69 1.49
H -4.66 -2.39 0.32
H -5.61 -1.65 -0.98
H -0.60 3.82 0.25
```

Löwdin atomic charge list, values in e, 8 entries: C -0.0598; C -0.3865; O -0.0334; C -0.3013; N 0.0434; C -0.4737; O 0.0984; N 0.1183

***

5.
An isolated molecule of C9H17N3O5 in a non-equilibrium geometry, computed with ωB97M-V/def2-TZVPD.

Output
SMILES: C[C@@H](O)[C@H](NC(=O)[C@@H](N)CCC(N)=O)C(=O)O
Multiplicity: 1
Relative energy (zero: lowest compared OMol25 entry of this formula, charge and spin), kJ/mol: 253.93
LUMO, eV: 0.5

Geometry as XYZ:
```
34
C9H17N3O5 ωB97M-V/def2-TZVPD
C -2.36 -2.41 0.79
C -1.24 -2.39 -0.38
O -1.65 -3.23 -1.49
C -0.99 -0.98 -1.04
N 0.04 -0.26 -0.25
C 0.43 0.90 -0.77
O -0.08 1.17 -1.82
C 1.68 1.73 -0.20
N 1.83 2.91 -1.12
C 1.45 2.25 1.23
C 2.34 1.57 2.30
C 1.99 0.12 2.37
N 3.01 -0.71 2.60
O 0.90 -0.30 2.18
C -2.12 -0.21 -1.52
O -2.61 -0.41 -2.56
O -2.70 0.62 -0.60
H -2.22 -1.62 1.57
H -2.42 -3.26 1.40
H -3.40 -2.18 0.42
H -0.27 -2.85 0.05
H -0.90 -3.56 -2.00
H -0.42 -0.99 -1.99
H -0.15 -0.51 0.73
H 2.54 0.97 -0.40
H 1.55 2.64 -2.06
H 2.82 3.21 -1.12
H 0.35 2.17 1.29
H 1.66 3.41 1.28
H 1.98 2.05 3.18
H 3.48 1.75 2.14
H 2.82 -1.67 2.73
H 3.86 -0.45 3.03
H -3.36 1.03 -1.21
```

Löwdin atomic charge list, values in e, 8 entries: C -0.0154; C -0.2698; O -0.0508; C -0.1886; N 0.1159; C -0.4433; O 0.0840; C -0.2730

***

6.
A cluster of 2 separate species, C9H17N4O6S in total in a non-equilibrium geometry, computed with ωB97M-V/def2-TZVPD.

Output
Multiplicity: 1
Net charge: +1
Relative energy (zero: lowest compared OMol25 entry of this formula, charge and spin), kJ/mol: 375.69
LUMO, eV: -4.9

Geometry as XYZ:
```
37
C9H17N4O6S ωB97M-V/def2-TZVPD
C -2.48 3.68 -1.32
S -2.95 1.84 -1.13
O -4.50 1.81 -0.82
O -2.13 1.32 0.08
C -2.64 0.90 -2.74
N -3.49 -0.39 -2.80
C -2.77 -1.24 -1.76
N -3.25 -2.00 -0.72
N -1.28 -1.13 -1.99
C -1.15 0.13 -2.83
C 0.19 0.99 -2.42
O 1.23 0.04 -1.92
N 2.00 0.68 -1.00
O 1.80 0.12 0.07
H -2.09 4.02 -0.26
H -3.48 4.22 -1.61
H -1.71 3.84 -2.19
H -2.86 1.54 -3.71
H -4.51 -0.23 -2.67
H -2.71 -2.88 -0.47
H -4.06 -1.73 -0.10
H -0.96 -1.05 -0.98
H -1.15 -0.15 -3.99
H -0.03 1.86 -1.65
H 0.65 1.52 -3.38
O 3.41 -1.56 6.14
C 3.42 -1.48 4.92
O 2.45 -0.87 4.18
C 2.73 -1.06 2.79
C 4.21 -1.33 2.72
C 4.47 -2.06 4.02
H 2.13 -1.90 2.42
H 2.46 -0.16 2.24
H 4.50 -1.91 1.84
H 4.76 -0.39 2.71
H 4.31 -3.13 3.93
H 5.48 -1.85 4.40
```

Löwdin atomic charge list, values in e, 8 entries: C -0.1329; S 0.7725; O -0.4010; O -0.3872; C -0.2743; N 0.0988; C -0.1740; N 0.2038

***

7.
An isolated molecule of C9H17NO in a non-equilibrium geometry, computed with ωB97M-V/def2-TZVPD.

Output
Multiplicity: 1
Relative energy (zero: lowest compared OMol25 entry of this formula, charge and spin), kJ/mol: 508.05
LUMO, eV: 0.9

Geometry as XYZ:
```
28
C9H17NO ωB97M-V/def2-TZVPD
C -1.61 -0.68 -1.07
C -0.79 -0.04 -1.88
C -1.22 -0.86 0.34
C 0.51 0.50 -1.19
C -2.04 -0.22 1.48
C -0.77 -2.28 0.68
C 1.85 0.03 -1.88
C 0.39 2.07 -1.27
C 1.62 0.68 2.11
N 0.58 -0.01 0.11
O 0.75 1.08 1.06
H -2.59 -1.18 -1.38
H -1.12 0.27 -2.89
H -1.92 -0.79 2.30
H -3.11 -0.17 1.03
H -1.66 0.76 1.82
H -1.57 -2.94 0.70
H -0.19 -2.43 1.60
H -0.13 -2.59 -0.09
H 1.82 -1.10 -1.69
H 2.55 0.51 -1.22
H 1.95 0.17 -2.87
H 1.34 2.51 -1.68
H 0.10 2.44 -0.28
H -0.22 2.33 -2.05
H 1.88 1.49 2.75
H 2.54 0.42 1.51
H 1.16 -0.03 2.75
```

Löwdin atomic charge list, values in e, 8 entries: C -0.0974; C -0.0181; C -0.3050; C -0.5386; C -0.0194; C -0.0560; C -0.0136; C -0.0089

***

What did we get for molecular weight? Answer: 185.2, 201.3, 215.3, 247.3, 247.3, 309.3, 155.2 g mol⁻¹, in the order shown.